Record 1
Computed, not measured: C2HF3O6 in the gas phase, with the ωB97M-V functional and the def2-TZVPD basis.

The geometry in XYZ format:
```
12
Properties=species:S:1:pos:R:3:forces:R:3:mulliken_spin:R:1
O -1.203498 -1.524042 0.178450 -0.745 2.320 0.317 0.097
O -1.299182 1.098658 -0.056890 2.738 0.365 0.097 0.068
C -0.005799 0.514276 0.255067 -2.376 5.459 -0.140 0.593
O -1.099523 2.489947 -0.053509 -0.613 -0.652 0.167 0.002
O 1.020957 1.346562 0.356131 -4.333 0.597 1.524 0.047
F 2.374794 0.960676 -1.400113 0.443 0.073 -3.344 0.195
H 0.951652 -1.380536 0.250720 -0.752 -0.107 -0.143 0.031
F -0.378959 2.759888 -1.227172 -0.094 0.239 -0.479 0.018
O -1.219335 -2.862684 0.028785 1.065 -0.244 -1.416 -0.009
O 2.198578 0.881651 0.035734 2.858 -1.866 2.132 0.138
C -0.013224 -0.860611 0.339023 1.819 -5.861 -0.033 0.781
F -1.326462 -3.423780 1.293775 -0.010 -0.323 1.317 0.042
```
Positions in Å, forces in eV/Å.

Computed properties:
total charge: 0
highest occupied orbital energy (spin up / spin down): -6.583 / -11.436 eV
gap between HOMO and LUMO (spin up / spin down): 0.24303 / 0.30857 Eh
2S+1: 3



Record 2
Computed, not measured: a 2-piece molecular cluster, C2HF3S2 overall, with the ωB97M-V functional and the def2-TZVPD basis.

The geometry in XYZ format:
```
8
Properties=species:S:1:pos:R:3:forces:R:3:nbo_charge:R:1
C 2.711384 0.684033 0.385753 -1.134 -0.155 0.339 0.326
F 4.934914 -0.123874 0.229464 -1.443 -0.210 -0.311 -0.311
S 0.334368 0.874040 -1.380049 0.150 0.341 0.924 -0.093
F 2.533895 1.159703 1.603650 0.452 -0.326 -0.894 -0.285
H -1.884982 0.888634 0.144815 2.143 1.294 0.170 0.146
F 3.536828 -0.476448 -1.463282 0.032 0.311 1.301 -0.298
S -0.630721 1.695258 0.161775 -1.999 -1.543 -0.747 -0.023
C 3.641070 -0.023459 -0.197498 1.799 0.288 -0.781 0.538
```
Positions in Å, forces in eV/Å.

Computed properties:
total charge: 0
ΔE to the lowest compared entry with this formula, charge and spin: 297.4 kJ/mol
highest occupied orbital energy (spin up / spin down): -9.284 / -9.284 eV
gap between HOMO and LUMO (spin up / spin down): 0.26600 / 0.29569 Eh



Record 3
Computed, not measured: a 2-piece molecular cluster, C2HF4IO overall, with the ωB97M-V functional and the def2-TZVPD basis.

The geometry in XYZ format:
```
9
Properties=species:S:1:pos:R:3:forces:R:3:nbo_charge:R:1
F -1.691567 -1.533672 0.263226 0.322 0.711 0.422 -0.332
I -2.414945 1.349440 -0.034850 0.155 -0.368 0.340 0.087
F 0.566098 0.598133 1.639722 0.961 -0.496 -1.652 -0.349
F 1.394314 -1.137928 0.583265 0.758 -0.471 0.143 -0.306
C 0.818891 0.016094 0.393650 -5.590 -0.210 0.783 0.941
H 2.280114 0.947560 -0.497924 -0.868 -0.310 0.190 0.508
C -1.186445 -0.406058 -0.251307 2.919 0.643 0.464 0.486
O 1.304133 0.790295 -0.541003 1.068 0.602 -0.170 -0.691
F -1.070597 -0.623863 -1.554775 0.276 -0.101 -0.520 -0.345
```
Positions in Å, forces in eV/Å.

Computed properties:
total charge: 0
ΔE to the lowest compared entry with this formula, charge and spin: 166.2 kJ/mol
highest occupied orbital energy: -9.678 eV
gap between HOMO and LUMO: 0.35046 Eh